No. 1
{"formula": "CH4N2OS", "method": "ωB97M-V/def2-TZVPD", "energy_ev": -16961.6036, "relative_energy_kj_mol": 345.93, "orbital_gap_ev": 9.056, "total_charge": 0, "symbols": ["C", "N", "N", "O", "S", "H", "H", "H", "H"], "positions_angstrom": [[-0.260, -0.943, -1.588], [0.080, -1.736, -0.793], [0.837, 0.379, 0.901], [-0.820, -0.353, -2.408], [-0.295, 1.374, 0.548], [-1.330, 0.441, 0.480], [0.754, -1.914, -0.055], [1.823, 0.751, 0.965], [-0.789, 2.001, 1.950]], "lowdin_charge": [-0.522, 0.194, -0.564, 0.132, 0.710, -0.035, 0.088, 0.006, -0.010]}

=====

No. 2
{"formula": "C38H43AlN6O2PTe", "method": "ωB97M-V/def2-TZVPD", "energy_ev": -76298.1376, "relative_energy_kj_mol": 0.00, "orbital_gap_ev": 5.780, "total_charge": 3, "symbols": ["Al", "C", "O", "C", "N", "C", "C", "C", "C", "C", "C", "C", "C", "C", "C", "C", "C", "N", "C", "N", "C", "C", "O", "C", "C", "C", "C", "C", "C", "H", "H", "H", "H", "H", "H", "H", "H", "H", "H", "H", "H", "H", "H", "H", "H", "H", "H", "H", "C", "C", "C", "C", "C", "C", "Te", "C", "C", "C", "H", "H", "H", "H", "H", "H", "H", "H", "H", "H", "H", "C", "N", "C", "N", "C", "N", "C", "P", "C", "C", "H", "H", "H", "H", "H", "H", "H", "H", "H", "H", "H", "H", "H"], "positions_angstrom": [[-0.449, 0.103, -0.429], [-2.844, -2.057, 2.554], [-1.682, -2.831, 2.087], [-1.008, -2.028, 1.319], [-1.464, -0.851, 1.068], [-2.809, -0.760, 1.714], [-2.989, 0.545, 2.457], [-3.509, 0.610, 3.743], [-3.695, 1.838, 4.369], [-3.381, 3.015, 3.708], [-2.898, 2.960, 2.405], [-2.703, 1.735, 1.787], [0.278, -2.439, 0.707], [0.968, -3.629, 0.833], [2.161, -3.757, 0.122], [2.637, -2.719, -0.680], [1.878, -1.565, -0.739], [0.735, -1.451, -0.063], [2.123, -0.315, -1.496], [1.275, 0.649, -1.391], [1.695, 1.693, -2.376], [3.097, 1.193, -2.786], [3.158, -0.184, -2.271], [1.575, 3.096, -1.820], [0.317, 3.511, -1.378], [0.101, 4.821, -0.982], [1.149, 5.736, -1.002], [2.401, 5.332, -1.439], [2.611, 4.020, -1.858], [-2.697, -1.901, 3.620], [-3.725, -2.669, 2.386], [-3.563, -0.806, 0.926], [-3.796, -0.286, 4.279], [-4.111, 1.870, 5.367], [-3.558, 3.969, 4.186], [-2.723, 3.878, 1.854], [-2.409, 1.712, 0.740], [0.587, -4.430, 1.451], [2.728, -4.676, 0.193], [3.555, -2.810, -1.244], [1.018, 1.626, -3.231], [3.921, 1.735, -2.327], [3.245, 1.136, -3.859], [-0.527, 2.830, -1.434], [-0.892, 5.142, -0.694], [0.980, 6.766, -0.720], [3.212, 6.046, -1.497], [3.589, 3.755, -2.238], [-1.996, -5.215, -5.280], [-1.917, -3.961, -4.459], [-1.053, -2.928, -4.801], [-1.006, -1.737, -4.086], [-0.034, -0.679, -4.529], [-1.865, -1.590, -2.984], [-2.176, 0.392, -2.226], [-2.696, -2.639, -2.570], [-3.585, -2.589, -1.360], [-2.705, -3.806, -3.327], [-1.296, -5.192, -6.113], [-3.001, -5.341, -5.684], [-1.781, -6.094, -4.672], [-0.401, -3.048, -5.658], [0.655, -1.087, -5.267], [0.553, -0.312, -3.683], [-0.539, 0.177, -4.980], [-3.267, -1.812, -0.671], [-3.566, -3.550, -0.844], [-4.622, -2.387, -1.633], [-3.355, -4.618, -3.021], [3.000, 3.134, 3.021], [1.531, 3.552, 3.209], [0.988, 2.852, 4.470], [1.159, 1.448, 4.361], [2.566, 1.106, 4.171], [3.104, 1.719, 2.957], [2.541, 1.149, 1.736], [0.707, 1.400, 1.654], [0.716, 3.218, 1.995], [0.282, 0.835, 3.368], [3.543, 3.526, 3.881], [3.354, 3.612, 2.107], [1.496, 4.564, 3.356], [-0.063, 3.128, 4.563], [1.557, 3.252, 5.309], [2.673, 0.024, 4.110], [3.138, 1.461, 5.029], [2.771, 0.081, 1.704], [3.006, 1.615, 0.863], [-0.307, 3.559, 2.161], [1.125, 3.760, 1.142], [0.376, -0.252, 3.431], [-0.758, 1.090, 3.578]], "lowdin_charge": [-0.015, 0.011, 0.106, -0.301, 0.078, -0.182, -0.193, -0.015, -0.035, -0.055, -0.081, -0.083, -0.100, 0.090, 0.052, 0.091, -0.109, 0.113, -0.314, 0.073, -0.191, 0.007, 0.105, -0.179, -0.078, -0.076, -0.059, -0.044, -0.017, 0.131, 0.153, 0.143, 0.119, 0.125, 0.120, 0.114, 0.062, 0.149, 0.144, 0.149, 0.144, 0.129, 0.154, 0.049, 0.119, 0.120, 0.122, 0.113, -0.025, -0.240, 0.003, -0.315, -0.076, -0.470, 1.168, -0.312, -0.067, 0.000, 0.084, 0.098, 0.092, 0.126, 0.092, 0.027, 0.088, -0.009, 0.093, 0.107, 0.135, -0.083, -0.047, -0.079, -0.130, -0.127, -0.133, -0.269, 1.099, -0.208, -0.257, 0.157, 0.151, 0.194, 0.149, 0.157, 0.145, 0.151, 0.103, 0.102, 0.092, 0.083, 0.108, 0.084]}

=====

No. 3
{"formula": "C24H20MoN9O2S", "method": "ωB97M-V/def2-TZVPD", "energy_ev": -55382.7312, "orbital_gap_ev": [6.430, 6.430], "total_charge": 3, "symbols": ["Mo", "N", "C", "N", "C", "N", "N", "C", "C", "C", "C", "C", "C", "N", "C", "C", "C", "C", "C", "C", "H", "H", "H", "H", "H", "H", "H", "H", "H", "H", "H", "N", "C", "C", "C", "C", "C", "C", "S", "O", "O", "N", "C", "N", "C", "C", "C", "N", "H", "H", "H", "H", "H", "H", "H", "H", "H"], "positions_angstrom": [[0.656, 0.153, 0.318], [2.079, -2.029, 3.850], [1.973, -1.140, 2.896], [0.889, -0.973, 2.148], [-0.257, -1.749, 2.467], [-1.380, -1.470, 1.902], [-1.227, -0.385, 1.081], [-2.247, 0.279, 0.683], [-1.864, 1.439, -0.094], [-2.670, 2.116, -0.919], [-2.112, 3.165, -1.823], [-0.838, 3.719, -1.249], [-0.082, 2.980, -0.441], [-0.475, 1.695, -0.001], [-0.143, -2.811, 3.444], [-1.194, -3.691, 3.720], [-1.029, -4.664, 4.683], [0.173, -4.769, 5.387], [1.222, -3.906, 5.132], [1.049, -2.937, 4.157], [2.941, -2.077, 4.379], [2.835, -0.514, 2.718], [-3.266, -0.009, 0.915], [-3.724, 1.870, -0.954], [-2.846, 3.954, -1.995], [-0.517, 4.713, -1.531], [0.865, 3.332, -0.055], [-2.122, -3.595, 3.175], [-1.837, -5.350, 4.899], [0.287, -5.535, 6.143], [2.153, -3.987, 5.679], [-4.013, 2.472, -4.301], [-2.995, 1.815, -3.823], [-3.030, 0.385, -3.721], [-1.929, -0.291, -3.326], [-0.688, 0.406, -3.045], [-0.595, 1.732, -3.164], [-1.806, 2.564, -3.328], [0.691, -0.491, -2.394], [1.307, -1.367, -3.309], [0.090, -1.154, -1.140], [1.493, 0.648, -1.626], [2.837, 0.568, -1.243], [2.873, 0.578, 0.106], [4.093, 0.682, 0.662], [5.223, 0.702, -0.125], [5.053, 0.601, -1.503], [3.843, 0.554, -2.068], [-4.849, 1.994, -4.618], [-3.993, 3.475, -4.438], [-3.934, -0.146, -3.994], [-1.962, -1.372, -3.252], [0.339, 2.243, -2.991], [-1.608, 3.442, -3.947], [4.162, 0.768, 1.738], [6.206, 0.790, 0.315], [5.901, 0.578, -2.177]], "lowdin_charge": [1.709, 0.171, -0.096, -0.024, -0.243, 0.130, -0.152, 0.013, -0.245, 0.053, -0.166, -0.017, -0.104, -0.150, -0.087, 0.022, -0.011, -0.003, 0.024, -0.152, 0.188, 0.119, 0.162, 0.147, 0.157, 0.139, 0.129, 0.127, 0.130, 0.133, 0.134, 0.283, -0.190, 0.034, 0.045, -0.238, 0.012, -0.114, 0.721, -0.162, -0.405, -0.216, -0.458, 0.000, -0.074, 0.014, -0.020, 0.192, 0.166, 0.165, 0.145, 0.150, 0.136, 0.180, 0.118, 0.132, 0.142]}

=====

No. 4
{"formula": "C3H9NO2", "method": "ωB97M-V/def2-TZVPD", "energy_ev": -8841.7847, "relative_energy_kj_mol": 112.94, "orbital_gap_ev": 9.908, "smiles": "CC(=O)O.CN", "total_charge": 0, "symbols": ["C", "C", "O", "O", "H", "H", "H", "H", "C", "N", "H", "H", "H", "H", "H"], "positions_angstrom": [[-2.094, -0.842, -1.353], [-1.425, -1.757, -0.385], [-1.026, -2.863, -0.563], [-1.192, -1.099, 0.794], [-2.679, -1.451, -2.023], [-1.305, -0.167, -1.665], [-2.707, -0.156, -0.771], [-0.810, -1.698, 1.454], [1.805, 2.001, 0.656], [1.758, 0.560, 0.344], [2.328, 2.251, 1.588], [0.890, 2.573, 0.590], [2.611, 2.356, -0.009], [2.690, 0.211, 0.341], [1.156, 0.082, 1.001]], "lowdin_charge": [0.017, -0.581, 0.112, 0.052, 0.091, 0.097, 0.085, 0.119, -0.196, -0.061, 0.056, 0.063, 0.069, 0.044, 0.034]}

=====

No. 5
{"formula": "C3H5NO2", "method": "ωB97M-V/def2-TZVPD", "energy_ev": -8773.4808, "relative_energy_kj_mol": 406.58, "orbital_gap_ev": 10.214, "smiles": "C=CO[C@H]1NO1", "total_charge": 0, "symbols": ["C", "C", "O", "C", "N", "O", "H", "H", "H", "H", "H"], "positions_angstrom": [[0.131, 0.977, 1.458], [0.246, 1.362, 0.194], [0.266, 0.612, -0.960], [-0.227, -0.658, -1.062], [0.426, -1.756, -0.430], [-0.922, -1.265, -0.047], [0.040, -0.055, 1.765], [0.116, 1.751, 2.217], [0.345, 2.405, -0.091], [-0.643, -0.779, -2.062], [0.223, -2.595, -0.983]], "lowdin_charge": [0.032, -0.193, -0.007, -0.449, 0.134, -0.016, 0.058, 0.058, 0.114, 0.163, 0.106]}

=====

No. 6
{"formula": "C44H113N11O16", "method": "ωB97M-V/def2-TZVPD", "energy_ev": -96597.3712, "relative_energy_kj_mol": 595.86, "orbital_gap_ev": 8.615, "smiles": "COCCNCCOC.COCCNCCOC.COCCNCCOC.COCCNCCOC.COCCNCCOC.COCCNCCOC.COCCNCCOC.NC(N)=O.NC(N)=O", "total_charge": 0, "symbols": ["C", "O", "C", "C", "N", "C", "C", "O", "C", "H", "H", "H", "H", "H", "H", "H", "H", "H", "H", "H", "H", "H", "H", "H", "C", "O", "C", "C", "N", "C", "C", "O", "C", "H", "H", "H", "H", "H", "H", "H", "H", "H", "H", "H", "H", "H", "H", "H", "C", "O", "C", "C", "N", "C", "C", "O", "C", "H", "H", "H", "H", "H", "H", "H", "H", "H", "H", "H", "H", "H", "H", "H", "C", "O", "C", "C", "N", "C", "C", "O", "C", "H", "H", "H", "H", "H", "H", "H", "H", "H", "H", "H", "H", "H", "H", "H", "C", "O", "C", "C", "N", "C", "C", "O", "C", "H", "H", "H", "H", "H", "H", "H", "H", "H", "H", "H", "H", "H", "H", "H", "C", "O", "C", "C", "N", "C", "C", "O", "C", "H", "H", "H", "H", "H", "H", "H", "H", "H", "H", "H", "H", "H", "H", "H", "C", "O", "C", "C", "N", "C", "C", "O", "C", "H", "H", "H", "H", "H", "H", "H", "H", "H", "H", "H", "H", "H", "H", "H", "N", "C", "N", "O", "H", "H", "H", "H", "N", "C", "N", "O", "H", "H", "H", "H"], "positions_angstrom": [[-4.547, 9.247, 0.525], [-3.308, 8.659, -0.037], [-2.123, 9.342, 0.498], [-1.485, 8.882, 1.866], [-2.367, 9.146, 2.961], [-1.985, 8.488, 4.210], [-2.755, 8.904, 5.399], [-2.491, 10.333, 5.627], [-2.752, 10.756, 6.946], [-4.728, 10.289, 0.261], [-4.549, 9.179, 1.613], [-5.391, 8.612, 0.257], [-2.367, 10.397, 0.625], [-1.282, 9.195, -0.181], [-0.597, 9.422, 2.194], [-1.041, 7.898, 1.713], [-2.528, 10.135, 3.090], [-0.922, 8.573, 4.435], [-2.086, 7.412, 4.069], [-2.636, 8.374, 6.344], [-3.827, 8.803, 5.228], [-2.325, 11.708, 7.260], [-2.389, 10.082, 7.722], [-3.838, 10.841, 6.967], [-2.813, -5.792, -6.417], [-1.719, -6.406, -7.014], [-1.658, -6.210, -8.434], [-0.456, -6.864, -9.204], [0.871, -6.363, -8.821], [1.087, -4.927, -8.856], [1.013, -4.309, -10.284], [2.230, -4.476, -11.048], [2.570, -5.829, -11.382], [-2.823, -5.833, -5.327], [-3.768, -6.211, -6.734], [-2.797, -4.728, -6.650], [-1.777, -5.160, -8.704], [-2.560, -6.608, -8.900], [-0.655, -6.709, -10.264], [-0.540, -7.927, -8.978], [1.270, -6.748, -7.977], [2.086, -4.778, -8.446], [0.362, -4.491, -8.168], [0.816, -3.254, -10.092], [0.225, -4.764, -10.884], [2.968, -6.263, -10.465], [3.357, -5.922, -12.131], [1.715, -6.460, -11.626], [8.521, -0.768, -3.822], [9.045, 0.402, -4.534], [9.044, 1.624, -3.767], [9.570, 2.604, -4.865], [10.904, 2.348, -5.452], [11.316, 3.256, -6.520], [10.452, 3.194, -7.717], [10.303, 1.821, -8.056], [9.237, 1.632, -8.949], [9.157, -1.238, -3.072], [8.444, -1.490, -4.634], [7.478, -0.595, -3.557], [9.744, 1.503, -2.940], [8.087, 1.982, -3.389], [9.591, 3.643, -4.536], [8.848, 2.677, -5.679], [10.921, 1.375, -5.720], [12.310, 2.950, -6.846], [11.397, 4.245, -6.070], [10.973, 3.660, -8.554], [9.562, 3.759, -7.438], [8.333, 1.875, -8.390], [9.093, 0.588, -9.228], [9.247, 2.276, -9.828], [2.748, 0.874, -3.413], [2.031, -0.011, -2.596], [0.846, 0.482, -1.939], [0.276, -0.727, -1.162], [1.396, -1.334, -0.451], [1.543, -0.784, 0.910], [2.095, -2.016, 1.757], [3.478, -2.164, 1.440], [4.249, -1.177, 2.061], [2.090, 1.160, -4.234], [3.688, 0.476, -3.794], [3.037, 1.812, -2.939], [0.109, 0.810, -2.672], [1.108, 1.369, -1.362], [-0.046, -1.462, -1.899], [-0.581, -0.438, -0.554], [2.111, -1.058, -1.109], [0.608, -0.563, 1.426], [2.108, 0.135, 1.066], [1.472, -2.892, 1.578], [2.002, -1.767, 2.814], [4.721, -0.679, 1.214], [5.068, -1.518, 2.695], [3.710, -0.523, 2.747], [-4.265, 3.191, -9.949], [-5.400, 2.426, -10.225], [-5.117, 0.992, -10.190], [-6.449, 0.277, -10.550], [-7.391, 0.157, -9.424], [-8.607, -0.524, -9.899], [-9.733, 0.472, -10.019], [-9.626, 1.458, -8.971], [-10.580, 2.508, -9.202], [-4.560, 4.239, -9.884], [-3.424, 2.983, -10.610], [-4.025, 2.907, -8.924], [-4.821, 0.745, -9.170], [-4.443, 0.929, -11.044], [-6.184, -0.734, -10.859], [-6.865, 0.827, -11.394], [-7.849, 1.051, -9.316], [-9.001, -1.299, -9.242], [-8.393, -1.060, -10.824], [-10.662, -0.094, -9.963], [-9.653, 0.853, -11.037], [-10.402, 2.866, -10.215], [-10.512, 3.361, -8.527], [-11.609, 2.147, -9.192], [-0.050, 0.266, 7.434], [-0.961, -0.736, 7.101], [-1.888, -0.949, 8.190], [-3.020, -1.927, 7.765], [-2.473, -3.271, 7.505], [-3.445, -4.127, 6.875], [-2.921, -5.562, 6.606], [-2.192, -5.738, 5.408], [-2.896, -5.518, 4.195], [0.578, 0.216, 6.544], [0.587, 0.036, 8.288], [-0.490, 1.262, 7.483], [-2.284, 0.034, 8.446], [-1.265, -1.288, 9.017], [-3.424, -1.448, 6.874], [-3.818, -2.096, 8.488], [-1.686, -3.143, 6.884], [-3.703, -3.604, 5.954], [-4.289, -4.099, 7.563], [-3.691, -6.332, 6.640], [-2.234, -5.896, 7.384], [-3.261, -4.492, 4.248], [-3.672, -6.260, 4.010], [-2.165, -5.563, 3.387], [3.815, -1.920, 13.280], [3.416, -1.774, 14.627], [2.633, -2.868, 15.172], [1.995, -2.526, 16.530], [2.960, -2.213, 17.566], [2.260, -1.963, 18.809], [1.304, -0.711, 18.856], [0.952, -0.398, 20.258], [0.095, 0.693, 20.289], [4.305, -0.999, 12.964], [2.930, -2.038, 12.653], [4.491, -2.766, 13.156], [3.304, -3.717, 15.302], [1.853, -3.176, 14.475], [1.394, -3.379, 16.841], [1.397, -1.625, 16.391], [3.798, -2.774, 17.624], [3.031, -1.662, 19.518], [1.798, -2.906, 19.100], [0.457, -0.837, 18.182], [1.846, 0.100, 18.369], [0.474, 1.540, 19.718], [-0.088, 1.119, 21.275], [-0.859, 0.521, 19.789], [-7.286, 0.647, -3.651], [-6.950, 1.820, -3.007], [-6.234, 2.636, -3.679], [-7.242, 2.033, -1.903], [-8.117, 0.271, -3.218], [-7.134, 0.572, -4.646], [-5.945, 3.487, -3.217], [-5.877, 2.428, -4.601], [1.890, -6.824, -2.446], [3.030, -7.517, -2.536], [3.879, -7.131, -1.613], [3.191, -8.461, -3.286], [1.181, -6.990, -3.146], [1.872, -5.977, -1.897], [4.655, -7.737, -1.387], [3.624, -6.393, -0.974]], "lowdin_charge": [-0.090, -0.189, -0.180, -0.218, -0.075, -0.228, -0.194, -0.204, -0.128, 0.079, 0.061, 0.079, 0.105, 0.109, 0.112, 0.117, 0.117, 0.116, 0.124, 0.116, 0.121, 0.083, 0.079, 0.087, -0.141, -0.179, -0.220, -0.168, -0.084, -0.202, -0.178, -0.201, -0.107, 0.087, 0.086, 0.084, 0.104, 0.112, 0.101, 0.117, 0.113, 0.124, 0.100, 0.116, 0.105, 0.071, 0.083, 0.078, -0.075, -0.219, -0.181, -0.200, -0.060, -0.222, -0.256, -0.177, -0.117, 0.084, 0.079, 0.078, 0.116, 0.112, 0.110, 0.097, 0.094, 0.118, 0.121, 0.126, 0.117, 0.081, 0.089, 0.086, -0.107, -0.226, -0.186, -0.195, -0.051, -0.184, -0.198, -0.190, -0.141, 0.086, 0.088, 0.083, 0.115, 0.120, 0.111, 0.116, 0.080, 0.107, 0.105, 0.115, 0.100, 0.091, 0.080, 0.084, -0.137, -0.233, -0.167, -0.206, -0.036, -0.224, -0.225, -0.196, -0.087, 0.089, 0.086, 0.078, 0.120, 0.119, 0.113, 0.119, 0.070, 0.107, 0.112, 0.123, 0.120, 0.083, 0.089, 0.084, -0.140, -0.208, -0.193, -0.189, -0.083, -0.210, -0.199, -0.204, -0.099, 0.089, 0.089, 0.088, 0.112, 0.117, 0.112, 0.116, 0.106, 0.099, 0.118, 0.112, 0.121, 0.069, 0.088, 0.087, -0.121, -0.201, -0.193, -0.213, -0.085, -0.205, -0.172, -0.171, -0.165, 0.086, 0.080, 0.084, 0.115, 0.114, 0.117, 0.112, 0.117, 0.117, 0.111, 0.103, 0.120, 0.079, 0.088, 0.082, 0.144, -0.826, 0.167, 0.086, 0.101, 0.089, 0.126, 0.112, 0.146, -0.761, 0.152, 0.028, 0.111, 0.099, 0.119, 0.106]}